i | The following is a quantum chemistry calculation of one molecule with the formula C11H12N2O2, from the OMol25 dataset.

Atoms and positions in Å:
N -3.46 0.23 -0.98
C -2.08 -0.06 -0.69
C -1.29 1.23 -0.28
C 0.16 1.16 0.16
C 0.99 2.21 0.45
N 2.25 1.75 0.49
C 2.27 0.35 0.33
C 3.30 -0.48 0.37
C 3.07 -1.76 -0.13
C 1.76 -2.19 -0.53
C 0.69 -1.15 -0.64
C 0.97 0.07 -0.04
C -2.05 -0.86 0.64
O -1.23 -1.76 1.01
O -3.27 -0.83 1.26
H -3.96 0.43 -0.07
H -3.51 1.21 -1.37
H -1.61 -0.57 -1.45
H -1.71 1.81 0.53
H -1.45 1.84 -1.20
H 0.86 3.25 0.20
H 2.96 2.46 0.84
H 4.27 -0.10 0.59
H 3.92 -2.42 -0.24
H 1.49 -3.24 -0.79
H -0.30 -1.56 -0.62
H -3.05 -1.02 2.16

As for the spin multiplicity: 1. The LUMO energy comes out at 0.62 eV. As for the structure (SMILES): N[C@@H](Cc1c[nH]c2ccccc12)C(=O)O. For the highest occupied orbital energy, the calculation gives -7.57 eV.

ii | The following is a quantum chemistry calculation of one molecule with the formula C11H12N2O2, from the OMol25 dataset.

Atoms and positions in Å:
N -3.23 1.20 0.53
C -2.56 0.26 -0.38
C -1.36 0.63 -1.37
C -0.01 1.12 -0.61
C 0.44 2.23 -0.02
N 1.76 2.17 0.35
C 2.01 0.68 0.48
C 3.23 0.00 0.80
C 3.35 -1.31 0.46
C 2.27 -1.82 -0.36
C 1.17 -1.21 -0.63
C 0.88 0.13 -0.30
C -2.25 -1.00 0.52
O -2.57 -1.11 1.72
O -1.76 -2.01 -0.37
H -2.62 1.41 1.27
H -4.07 0.87 1.04
H -3.33 -0.23 -0.94
H -1.65 1.25 -2.34
H -0.95 -0.48 -1.66
H -0.18 3.13 0.21
H 2.47 2.88 0.76
H 3.76 0.55 1.46
H 4.27 -1.89 0.58
H 2.28 -2.84 -0.65
H 0.40 -1.95 -0.90
H -1.75 -2.67 0.36

As for the spin multiplicity: 1. The LUMO energy comes out at 0.73 eV. As for the structure (SMILES): N[C@@H](Cc1c[nH]c2ccccc12)C(=O)O. For the highest occupied orbital energy, the calculation gives -7.93 eV.

Of them, ii has the lowest stability.

i | The following is a quantum chemistry calculation of an isolated ion of composition C2H6NO and charge -1, from the OMol25 dataset.

Atoms and positions in Å:
C -0.75 0.54 -0.80
N -0.51 -0.58 0.08
C 0.78 -0.33 0.93
O 1.13 -1.36 1.66
H 0.11 0.83 -1.43
H -1.60 0.34 -1.47
H -1.02 1.40 -0.18
H -0.20 -1.40 -0.43
H 1.53 -0.05 0.16
H 0.54 0.61 1.48

As for the spin multiplicity: 1. The LUMO energy comes out at 4.52 eV. As for the structure (SMILES): CNC[O-]. The net charge is -1. For the highest occupied orbital energy, the calculation gives -2.22 eV.

ii | The following is a quantum chemistry calculation of an isolated ion of composition C2H6NO and charge -1, from the OMol25 dataset.

Atoms and positions in Å:
C -0.09 1.20 0.00
N -0.57 -0.08 -0.47
C 0.31 -1.20 -0.02
O 0.37 -1.37 1.30
H 0.75 1.52 -0.64
H -0.86 1.95 -0.15
H 0.25 1.23 1.04
H -1.44 -0.24 0.03
H -0.05 -2.06 -0.64
H 1.32 -0.95 -0.45

As for the spin multiplicity: 1. The LUMO energy comes out at 4.74 eV. As for the structure (SMILES): CNC[O-]. The net charge is -1. For the highest occupied orbital energy, the calculation gives -2.16 eV.

Of them, i has the lowest stability.

i | The following is a quantum chemistry calculation of a 40-piece molecular cluster, H80O40 overall, from the OMol25 dataset.

Atoms and positions in Å:
H 3.33 -2.74 -1.71
H 1.89 -2.15 -1.57
O 2.78 -2.18 -2.14
H 2.53 0.48 -5.26
H 1.49 0.20 -4.48
O 1.79 -0.13 -5.39
H -5.93 3.03 1.50
H -5.07 2.01 1.00
O -5.90 2.07 1.48
H 1.48 1.03 4.83
H 1.99 1.84 6.17
O 2.19 1.28 5.45
H 2.83 2.48 4.09
H 1.66 1.90 3.32
O 1.69 2.68 3.86
H 2.61 0.56 -0.20
O 2.45 0.41 -1.17
H -3.56 -4.00 -0.47
O -4.48 -3.63 -0.60
H -3.97 1.07 2.28
H -2.55 0.75 2.97
O -3.38 0.39 2.57
H -5.92 -0.70 0.65
H -5.43 -1.93 0.17
O -5.89 -1.60 1.01
H -3.34 -1.73 -5.16
H -2.28 -0.70 -5.56
O -3.11 -1.03 -5.83
H 2.15 3.25 -3.61
H 3.35 2.35 -4.21
O 2.53 2.76 -4.32
H -0.88 2.23 -3.99
O 0.01 2.20 -4.51
H 1.83 -2.93 2.72
H 3.04 -3.65 2.23
O 2.31 -3.15 1.86
H 4.95 -2.56 2.16
H 5.34 -3.37 1.20
O 5.21 -2.51 1.24
H 0.40 3.29 2.83
H -0.85 3.61 2.09
O -0.54 3.46 2.96
H -3.34 2.44 0.06
H -3.00 1.23 -0.78
O -3.70 1.61 -0.56
H 5.80 -0.09 1.16
H 4.61 -0.14 0.42
O 4.96 0.45 1.07
H -1.78 -4.06 1.32
H -0.68 -4.68 0.55
O -1.57 -4.58 0.60
H 1.30 2.87 0.79
O 1.53 1.96 0.50
H 0.93 0.18 6.00
H 1.21 -1.38 5.67
O 0.50 -0.71 5.97
H 4.37 1.89 1.87
O 4.48 2.34 2.69
H 4.58 -1.60 4.25
H 4.09 -3.14 4.47
O 4.20 -2.42 3.74
H 2.45 5.12 -2.06
H 1.29 5.76 -2.56
O 1.63 4.87 -2.29
H -1.28 -1.34 2.24
H -0.43 -1.84 3.49
O -0.61 -1.95 2.60
H -5.02 0.58 -3.84
H -5.90 1.37 -2.74
O -5.73 0.85 -3.46
H -0.46 1.03 -1.34
H -1.29 -0.17 -0.96
O -1.26 0.73 -0.84
H 0.30 6.40 -1.02
H -1.03 6.63 -0.58
O -0.34 6.01 -0.48
H -1.38 3.71 0.44
H -2.04 3.95 -0.86
O -2.30 3.64 0.07
H 0.54 -2.75 -4.00
H 0.22 -2.49 -5.51
O -0.26 -2.68 -4.70
H -4.35 -1.02 -2.22
H -5.22 -1.61 -3.51
O -4.50 -1.86 -2.85
H 4.15 -0.31 -3.37
H 4.76 1.22 -3.34
O 4.87 0.28 -3.17
H -3.17 -2.41 2.10
O -3.21 -2.80 1.18
H -2.82 -0.13 5.31
H -1.58 -1.15 5.37
O -2.14 -0.58 4.89
H 0.78 1.57 0.11
H 3.46 0.05 -1.23
H 5.26 2.72 2.50
H -4.30 -2.94 -1.33
H -0.01 2.08 -5.46
H -4.21 -3.08 1.17
O -0.47 -5.11 -2.87
H -0.74 -5.91 -2.43
H -1.30 -4.62 -2.99
O -2.12 -2.28 -2.01
H -2.09 -2.36 -1.05
H -2.88 -2.65 -2.40
O 0.00 0.92 3.36
H -0.29 0.08 3.83
H -0.59 1.61 3.66
O -0.04 -0.16 -2.92
H 0.92 -0.39 -2.69
H -0.17 -1.02 -3.27
O 0.84 -4.46 -0.56
H 0.94 -5.03 -1.38
H 0.17 -3.83 -0.88
O 3.13 4.10 -0.09
H 3.38 4.72 0.54
H 2.89 3.18 0.07
O 2.09 -0.21 1.83
H 1.94 -1.09 1.79
H 2.31 0.29 2.46

As for the spin multiplicity: 2. The LUMO energy (spin up / spin down) comes out at 1.19 / 1.18 eV. The net charge is -1. For the highest occupied orbital energy (spin up / spin down), the calculation gives -0.58 / -7.54 eV.

ii | The following is a quantum chemistry calculation of a 40-piece molecular cluster, H80O40 overall, from the OMol25 dataset.

Atoms and positions in Å:
H 4.32 2.57 3.90
H 4.52 3.65 2.76
O 4.38 3.53 3.72
H -1.51 3.68 -3.50
H -0.45 4.90 -3.27
O -0.61 4.07 -3.68
H -1.24 -1.14 -3.26
H -0.45 -2.03 -4.20
O -1.30 -2.00 -3.66
H -3.62 -4.17 -4.16
H -3.72 -3.40 -3.00
O -4.35 -3.80 -3.58
H 1.54 -1.81 -5.33
H 1.52 -3.28 -4.89
O 0.89 -2.55 -5.22
H -0.58 4.33 1.16
O 0.13 4.33 0.61
H -1.26 0.33 4.72
O -0.47 0.34 4.27
H 5.11 -0.10 2.78
H 5.39 1.52 2.67
O 5.74 0.71 2.95
H -4.75 -1.91 -3.34
H -4.18 -0.38 -3.33
O -4.86 -0.97 -3.32
H -3.57 -1.77 4.85
H -3.10 -0.74 3.83
O -3.80 -1.05 4.41
H 1.25 -2.33 4.00
H 1.61 -1.70 5.34
O 1.89 -2.42 4.72
H -1.66 1.25 -0.32
O -1.10 2.13 -0.14
H 2.80 -0.38 -2.88
H 1.79 -0.40 -4.10
O 2.59 -0.64 -3.83
H 1.97 3.76 -0.21
H 3.23 4.27 -1.00
O 2.92 3.78 -0.31
H 2.71 -1.32 2.30
H 2.97 -0.12 2.61
O 3.01 -0.61 1.85
H -0.22 -3.10 2.87
H -0.43 -4.08 3.87
O -0.30 -3.27 3.74
H 1.23 1.64 2.09
H 0.50 2.98 1.80
O 0.69 2.34 2.57
H -4.23 3.67 0.78
H -3.09 2.61 0.85
O -3.24 3.62 1.01
H -3.52 1.56 5.36
O -2.86 1.79 4.81
H 1.69 2.10 -0.83
H 2.17 1.96 -2.22
O 1.48 1.65 -1.71
H -1.49 2.45 5.49
O -0.59 2.47 6.01
H 1.17 0.08 4.05
H 2.73 1.02 4.20
O 2.20 0.06 4.03
H -1.24 0.09 -1.65
H -1.25 -0.41 -0.27
O -1.85 -0.08 -0.97
H 1.36 -1.66 -0.80
H 1.32 -3.05 -1.67
O 1.21 -2.09 -1.77
H -2.21 0.89 -6.53
H -0.87 0.37 -6.66
O -1.44 1.15 -6.16
H 1.50 -5.05 -2.56
H 0.72 -6.31 -2.13
O 1.40 -5.80 -1.85
H -0.69 -2.19 1.39
H -0.06 -0.75 1.61
O -0.87 -1.12 1.28
H 0.31 3.83 3.24
H 0.47 5.29 3.61
O -0.18 4.56 3.64
H -2.68 4.35 -1.14
H -1.58 5.30 -1.07
O -1.69 4.36 -1.22
H -0.84 -3.08 -0.70
H -2.10 -3.57 0.05
O -1.11 -3.35 0.13
H -4.41 -0.08 0.76
H -3.90 0.20 2.06
O -4.71 0.38 1.41
H -3.85 -3.38 -1.00
O -4.00 -4.23 -0.52
H -1.48 -4.94 -2.68
H -1.29 -3.64 -3.52
O -0.68 -4.50 -3.22
H -2.47 2.52 4.27
H 0.12 4.00 -0.30
H -0.12 3.10 5.47
H -0.19 1.31 4.61
H -1.86 2.51 -0.43
H -4.47 -4.04 0.31
O 1.01 -4.94 1.23
H 1.40 -5.61 0.64
H 0.01 -4.99 0.90
O 3.19 1.72 1.23
H 3.66 2.50 0.85
H 3.29 1.00 0.76
O 3.83 -2.96 2.65
H 4.50 -2.20 3.00
H 3.12 -3.04 3.27
O 0.77 1.44 -4.59
H 0.51 2.30 -4.82
H 0.81 1.42 -3.74
O 3.16 -3.32 -3.71
H 4.10 -3.60 -3.74
H 2.99 -2.46 -3.68
O 3.67 2.40 -3.69
H 3.05 2.46 -4.34
H 4.36 2.90 -3.45
O -3.49 1.77 -1.85
H -3.52 1.04 -2.34
H -4.37 1.62 -1.27

As for the spin multiplicity: 2. The LUMO energy (spin up / spin down) comes out at 1.46 / 1.36 eV. The net charge is -1. For the highest occupied orbital energy (spin up / spin down), the calculation gives -0.50 / -8.10 eV.

Of them, ii has the lowest stability.